[1]
64
Properties=species:S:1:pos:R:3:mulliken_charge:R:1 method="wB97M-V/def2-TZVPD" smiles="O=C1C(c2ccccc2)=CC(=Cc2ccccc2)C=C1c1ccccc1.CN1CCCCC1" largest_force_ev_per_a=2.67 homo_lumo_gap_ev=6.48
C 2.429 11.309 4.427 -0.6681
H 1.816 9.431 5.282 0.3949
C 2.268 4.903 0.878 -0.3520
C 3.112 11.941 3.379 -0.3361
H 2.791 -0.149 1.516 0.3225
H 2.097 5.906 7.163 0.3894
H 0.974 -1.116 3.015 0.3509
H -1.500 1.892 1.481 0.2001
C 2.548 6.984 2.211 -1.0876
C 1.860 6.051 -2.704 -0.8581
C 3.646 11.164 2.341 -0.6969
C 2.829 9.123 3.409 0.1809
C 1.014 -0.054 2.747 -0.6327
H 4.190 11.646 1.528 0.3728
H 3.220 13.027 3.368 0.3615
C -0.413 0.466 2.622 -0.6730
H 2.850 3.728 3.247 0.5383
C 3.885 3.156 8.068 -0.3421
O 2.524 7.455 5.766 -0.7555
H 2.589 4.531 9.137 0.3698
H 4.131 2.562 8.950 0.3652
H 4.490 3.296 4.708 0.4403
C 3.683 7.276 -1.691 -0.6642
C 3.486 9.778 2.340 -0.3453
C 3.202 4.669 5.774 0.3801
C 2.744 4.816 3.323 -1.0640
C -0.542 1.873 2.024 -0.6316
C 2.305 9.921 4.444 -0.2527
C 1.615 1.466 0.754 -0.2978
H -0.676 2.629 2.821 0.2906
H 2.911 7.672 -3.680 0.3804
C 2.666 6.894 4.664 0.6147
C 1.728 0.082 1.407 -0.8018
C 4.423 2.827 6.819 -0.7209
H 2.437 7.584 1.309 1.1070
H 5.119 1.995 6.723 0.3637
N 0.482 2.318 1.107 0.2728
H 1.990 11.891 5.238 0.3666
H 2.556 2.020 0.940 0.1646
C 2.516 5.555 2.112 0.6957
H -0.962 -0.211 1.952 0.3155
C 4.071 3.558 5.682 -0.4646
H -1.172 2.886 -0.111 0.3012
H 1.030 4.455 -1.547 0.2067
C 1.750 5.266 -1.563 -0.1520
C 2.513 5.540 -0.393 0.9701
C 3.027 4.257 8.177 -0.6293
H 1.554 0.484 3.537 0.2916
C -0.090 3.048 -0.004 -1.2582
H 3.896 9.186 1.516 0.4042
H 1.312 -0.650 0.702 0.3323
C 2.815 7.074 -2.775 -0.3874
C 3.557 6.510 -0.539 -0.6088
H 1.934 3.869 0.914 0.2696
H 1.215 5.842 -3.559 0.3931
H 1.591 1.323 -0.341 0.1956
C 2.850 5.420 4.556 0.3165
H -0.931 0.451 3.587 0.3194
H 4.259 6.651 0.286 0.5648
H 4.475 8.024 -1.749 0.3944
H 0.043 4.118 0.170 0.5087
C 2.714 5.017 7.051 -0.2814
C 2.683 7.658 3.397 -0.0276
H 0.405 2.767 -0.940 0.2832

[2]
11
Properties=species:S:1:pos:R:3:mulliken_charge:R:1 method="wB97M-V/def2-TZVPD" largest_force_ev_per_a=5.29 e_above_lowest_kj_mol=187.9 homo_lumo_gap_ev=9.19 total_charge=-1
P 1.642 1.010 -2.595 0.7174
N -0.065 -1.270 1.438 -0.7390
O 2.481 0.521 -0.913 -0.4915
C 1.839 -0.419 -1.511 0.5624
H 0.852 -1.408 1.916 0.2356
O 0.502 1.884 -2.308 -0.6582
O 2.705 1.299 -3.541 -0.6528
H 0.024 -1.172 0.494 0.3016
N 1.583 -1.633 -1.372 -0.7441
H -0.390 -0.427 1.936 0.2215
H 2.045 -1.912 -0.503 0.2472

[3]
47
Properties=species:S:1:pos:R:3:mulliken_charge:R:1 method="wB97M-V/def2-TZVPD" smiles="CCCNC(=O)NCC[C@]12C[C@H]3C[C@H](C[C@H](C3)C1)C2" largest_force_ev_per_a=0.51 e_above_lowest_kj_mol=2.8 homo_lumo_gap_ev=9.86
H 1.135 2.597 1.257 0.3232
H 3.342 -0.903 -1.524 0.3129
H 2.563 -0.940 -5.197 0.3276
H 1.011 -0.112 -5.055 0.3910
H -0.979 3.894 1.388 0.5329
H -2.124 1.004 -0.668 0.5003
H 0.380 0.881 -0.357 0.0293
C -1.099 -0.026 0.935 2.4144
H 2.528 0.634 -3.240 0.4145
N 1.138 -2.109 -0.479 0.0826
H -2.514 2.927 3.141 0.5031
C 3.027 -1.317 -2.489 -1.0638
C -2.249 0.843 0.406 -1.6785
C -0.009 1.853 2.927 -1.4855
H 1.628 -1.235 -0.420 0.0648
H -2.058 -1.884 0.480 0.5466
C 1.438 -2.989 -1.470 0.4913
C 2.055 -0.349 -3.180 0.4301
C 1.676 -0.827 -4.576 -1.3924
H 0.392 -2.269 1.459 0.3374
C 0.185 2.077 1.428 0.3225
H -0.496 -0.840 2.851 0.4503
H -3.198 0.322 0.555 0.4320
C -1.329 1.120 3.159 0.5134
H 2.591 -3.284 -3.059 0.2930
H 1.163 -1.785 -4.524 0.3222
H -0.018 2.812 3.449 0.5282
H -0.289 -3.357 0.235 0.3885
C -2.282 2.190 1.124 0.5011
H -1.200 -1.186 -0.886 0.3857
H 1.150 -0.253 -2.577 -0.2101
C -1.302 -0.228 2.440 -1.3820
H -3.110 2.790 0.730 0.2209
N 2.485 -2.640 -2.289 -0.1406
C -1.138 -1.373 0.189 -1.6602
O 0.870 -4.056 -1.611 -0.7138
H 0.820 1.263 3.327 0.4951
H -0.824 3.102 -0.183 0.4859
C 0.218 0.725 0.713 -1.5458
C -0.964 2.924 0.886 -1.4853
H 3.925 -1.424 -3.103 0.4584
C 0.037 -2.332 0.427 -1.0846
H -2.242 -0.757 2.615 0.3913
C -2.481 1.966 2.621 -1.3960
H -3.431 1.457 2.798 0.4906
H -1.469 0.953 4.233 0.2349
H 1.050 0.141 1.112 0.6228

[4]
8
Properties=species:S:1:pos:R:3:mulliken_charge:R:1 method="wB97M-V/def2-TZVPD" smiles=CC#CC#N largest_force_ev_per_a=6.21 e_above_lowest_kj_mol=60.6 homo_lumo_gap_ev=11.25
H -0.137 -1.122 -1.935 0.2970
H 1.241 -1.518 -0.850 0.2749
C 0.600 -0.718 -1.229 -1.0700
N -1.664 1.599 2.919 -0.4290
C 0.031 0.144 -0.078 1.7458
H 1.177 -0.137 -1.864 0.3367
C -0.895 1.146 2.110 -0.4788
C -0.353 0.607 0.926 -0.6767

[5]
50
Properties=species:S:1:pos:R:3:mulliken_charge:R:1 method="wB97M-V/def2-TZVPD" smiles="COc1ccc(CCN2C(=O)NC(=O)/C(=C/NCCCO)C2=O)cc1OC" largest_force_ev_per_a=0.69 e_above_lowest_kj_mol=0.0 homo_lumo_gap_ev=8.75
C -1.079 0.833 -3.603 0.4918
H -3.151 -0.930 -1.770 0.4853
H 2.495 3.456 -0.354 0.2652
N -1.507 -0.028 -2.616 0.0575
C -2.922 0.008 -2.277 -1.1300
C -2.256 1.179 -0.193 -0.0986
C 1.266 0.292 -3.010 0.0810
H -3.473 -0.068 1.050 0.3967
C -0.339 0.956 1.837 0.2292
H 1.020 2.710 3.261 0.3536
H 2.130 -3.744 0.670 0.3654
H 0.599 1.511 -4.524 0.2588
C 2.196 -2.656 0.766 -1.0160
C 1.496 3.066 -0.538 -0.7905
O 1.201 2.256 0.574 -0.4010
H 0.224 -2.578 3.625 0.3910
O -1.145 -1.577 -1.003 -0.8242
H -0.340 -2.475 1.943 0.1851
N 1.319 -2.047 -0.193 0.0788
H 3.221 -2.339 0.561 0.4339
C -1.580 0.341 1.946 -0.4070
H -3.091 2.125 -1.926 0.3695
C -0.047 1.698 0.680 0.2055
H -0.814 2.381 -1.194 0.4984
O -1.839 1.493 -4.272 -0.6499
O 0.523 0.729 2.881 -0.4657
H 2.319 1.729 2.542 0.2362
N 0.282 0.896 -3.783 0.0204
H -4.242 1.134 -1.008 0.4774
C -0.667 -0.789 -1.816 1.0421
H 1.507 2.489 -1.467 0.2023
H -1.776 -0.226 2.842 0.5174
H 0.310 -2.215 -0.115 0.1970
H 1.753 -1.200 2.313 -0.0800
H -3.495 0.095 -3.201 0.4503
C 1.472 1.716 3.230 -0.8350
H 1.815 1.444 4.229 0.3057
H 2.709 -0.974 -1.274 0.4556
C 1.658 -1.207 -1.136 -0.1636
O 2.438 0.534 -3.220 -0.7031
C -2.526 0.437 0.945 -0.4429
H 0.793 3.900 -0.629 0.3932
C -3.210 1.204 -1.352 -1.3102
C 0.752 -0.591 -1.989 -0.1290
H 2.564 -2.677 2.873 0.4324
C 0.452 -2.873 2.592 -0.3620
O 0.526 -4.281 2.481 -0.5480
H -0.323 -4.661 2.726 0.3089
C 1.804 -2.282 2.199 -0.1740
C -1.021 1.808 -0.303 0.3451

[6]
13
Properties=species:S:1:pos:R:3:mulliken_spin:R:1 method="wB97M-V/def2-TZVPD" s_squared=6.081 largest_force_ev_per_a=5.74 e_above_lowest_kj_mol=343.3 homo_lumo_gap_ev="4.71 / 6.68" multiplicity=5 total_charge=+1
Er 0.756 -1.591 -1.494 2.0957
C 1.508 1.587 0.015 0.0216
C -1.551 -0.237 -0.017 0.8672
O -0.816 -2.762 -0.239 0.0491
H 1.415 2.044 -0.981 -0.0098
O 0.715 0.409 0.099 0.0546
H -1.829 -1.722 0.385 0.1570
H 2.548 1.279 0.165 0.0016
H 1.208 2.301 0.793 0.0092
H -0.561 -3.265 0.539 -0.0014
H -2.039 0.037 -0.957 0.0797
C -0.616 0.584 0.452 0.5829
H -0.738 1.336 1.239 0.0927

| no. | calculated total energy (hartree) |
| --- | --- |
| 1 | -1329.80207 |
| 2 | -717.19772 |
| 3 | -811.29160 |
| 4 | -208.87872 |
| 5 | -1315.48064 |
| 6 | -1283.51133 |